Record 1
# C42H51GeNO4PtS6Si

C42H51GeNO4PtS6Si as an isolated structure (wB97M-V/def2-TZVPD, the Open Molecules 2025 dataset).

Structure (XYZ):
```
107
Properties=species:S:1:pos:R:3:lowdin_spin:R:1
Pt 0.3000 0.2382 0.0191 0.59
Ge 0.3844 -0.0868 -2.4426 -0.01
S 7.3045 -0.3931 -1.9936 0.00
S 2.3181 1.7185 0.1648 0.17
S 4.8074 -1.6211 -0.9302 0.01
S 1.9977 -1.5527 0.1687 0.05
S -0.9251 -0.8085 4.3202 0.00
S 5.0388 1.2603 -0.9581 0.01
Si -2.1218 2.9610 -0.0111 0.00
O -2.8178 3.0334 1.4926 0.00
O -1.2018 1.6985 -0.2870 0.02
O -3.4041 3.0379 -1.0513 0.00
O -1.3617 4.4191 -0.1347 0.00
N -0.8239 -2.0125 0.5070 0.06
C 0.4812 5.8900 0.0499 0.00
C -4.6339 -2.2542 -3.0943 0.00
C 3.4521 -0.7179 -0.3265 0.01
C 0.5780 3.9865 -3.7332 0.00
C -2.8533 -2.9044 -4.6688 0.00
C -0.0485 0.6637 4.3606 0.00
C -5.2173 2.8009 1.5502 0.00
C -1.3067 -2.9366 -0.3217 0.01
C 0.6250 2.8312 -2.9608 0.00
C -2.3797 -1.3131 -2.8638 0.00
C 0.0894 4.1724 1.8114 0.00
C -0.6428 -1.9987 -4.3826 0.00
C 5.7973 -0.2621 -1.3268 0.00
C -2.8580 -0.5861 -1.7422 0.00
C -1.5556 -2.8297 -5.0736 0.00
C -2.6962 -3.8548 1.3717 0.00
C 0.4232 1.0184 3.1335 0.00
C -1.0159 -1.2387 -3.3010 0.00
C 2.4374 -1.8253 1.9102 0.01
C -4.9388 3.1407 -2.8420 0.00
C -0.6638 -0.9406 2.6044 0.00
C -2.4812 3.1124 -3.3011 0.00
C -1.4957 6.0892 1.5795 0.00
C -2.2559 -3.8683 0.0549 0.00
C 0.0881 0.0868 2.1011 0.01
C -0.3295 2.7283 -5.5610 0.00
C -0.5840 5.1220 0.8258 0.00
C -3.8747 2.2860 2.0745 0.00
C -4.1535 -0.7034 -1.3243 0.00
C -3.2952 -2.1568 -3.5495 0.00
C -0.2591 1.5733 -4.7926 0.00
C -3.7882 2.5134 3.5792 0.00
C -1.2378 -2.0018 1.7882 0.01
C 2.0474 -0.8145 -3.2526 0.00
C 0.2212 1.6029 -3.4817 0.00
C 3.5352 0.6327 -0.3405 0.03
C -2.1701 -2.9306 2.2536 0.00
C -3.5689 3.5998 -2.3538 0.00
C 0.0970 3.9390 -5.0339 0.00
C -5.0521 -1.5570 -1.9984 0.00
C -3.5328 5.1246 -2.2709 0.00
C -3.7327 0.8051 1.7600 0.00
H 2.3271 -0.9033 2.4702 0.00
H -0.9133 -2.9249 -1.3315 0.00
H -2.6020 3.5514 -4.2929 0.00
H -3.4473 -4.5593 1.7066 0.00
H -2.2819 5.5234 2.0803 0.00
H 0.0113 6.5116 -0.7145 0.00
H -1.2099 -3.4093 -5.9216 0.00
H 0.3820 -1.9688 -4.7301 0.00
H 0.5985 3.3905 1.2528 0.00
H -3.8614 3.5809 3.7972 0.00
H -4.9793 2.0516 -2.8630 0.00
H -5.7205 3.5079 -2.1726 0.00
H -2.8370 2.1391 3.9625 0.00
H -4.3073 5.4841 -1.5888 0.00
H 2.0183 -0.6961 -4.3370 0.00
H 0.9516 2.8902 -1.9304 0.00
H 0.0698 1.1827 5.3000 0.00
H -0.7298 2.6876 -6.5679 0.00
H -6.0397 2.2241 1.9798 0.00
H -2.4816 -2.9068 3.2899 0.00
H -0.6534 3.6997 2.4561 0.00
H -0.9200 6.6475 2.3212 0.00
H -1.9576 6.7912 0.8821 0.00
H -5.1311 3.5237 -3.8464 0.00
H -6.0713 -1.6526 -1.6433 0.00
H 1.7565 -2.5829 2.2938 0.00
H -3.7004 5.5589 -3.2586 0.00
H -5.2396 2.7181 0.4640 0.00
H 0.8209 4.7045 2.4222 0.00
H -2.5137 2.0283 -3.3862 0.00
H -3.8459 0.6403 0.6861 0.00
H 0.0617 4.8406 -5.6342 0.00
H 0.9086 4.9288 -3.3132 0.00
H -1.5005 3.3841 -2.9090 0.00
H 2.1966 -1.8698 -3.0097 0.00
H -2.6411 -4.5753 -0.6665 0.00
H 1.1562 5.1835 -0.4353 0.00
H 2.9070 -0.2553 -2.8943 0.00
H -4.6038 1.9951 4.0884 0.00
H -2.1916 0.0932 -1.2203 0.00
H -4.4808 0.2182 2.2977 0.00
H -5.3440 3.8527 1.8164 0.00
H -0.5969 0.6348 -5.2185 0.00
H -2.5658 5.4505 -1.8899 0.00
H 0.9974 1.9187 2.9612 0.00
H -2.7408 0.4714 2.0406 0.00
H 1.0620 6.5256 0.7215 0.00
H -4.4947 -0.1257 -0.4745 0.00
H 3.4633 -2.1875 1.9442 0.00
H -3.5634 -3.5382 -5.1888 0.00
H -5.3165 -2.9042 -3.6313 0.00
```

Summary:
- ⟨S²⟩ = 0.755
- charge = -1
- HOMO-LUMO gap (alpha / beta) (hartree) = 0.250 / 0.246
- 2S+1 = 2
- LUMO (alpha / beta) (eV) = 2.04 / 1.76

Record 2
# C42H51N4O6RuSSe

C42H51N4O6RuSSe as an isolated structure (wB97M-V/def2-TZVPD, the Open Molecules 2025 dataset).

Structure (XYZ):
```
106
Properties=species:S:1:pos:R:3:lowdin_spin:R:1
Ru -1.7803 -2.1526 1.1191 3.77
Se -3.0871 -1.7650 -1.2648 0.18
S 4.6558 2.7567 5.9268 0.00
O -2.3121 -3.3029 2.8401 0.15
O -0.6178 -3.1825 -0.1607 0.25
O 3.4139 2.2290 6.4615 0.00
O 4.9363 4.1316 6.2651 0.00
O -2.9662 -0.5418 1.4801 0.25
O 5.7813 1.8436 5.9864 0.00
N 3.4136 1.9670 3.6867 0.00
N 5.0674 3.6012 3.3423 0.00
N -0.0228 -0.7815 1.5428 0.12
N -1.8309 -2.8914 4.0114 0.01
C -2.5020 1.7682 0.9171 0.02
C 0.4242 -0.5690 2.7851 0.01
C -1.5657 3.3031 -2.4838 0.00
C 2.4104 -3.0335 -0.1706 0.00
C 0.5519 -0.1157 0.5355 0.01
C -2.4890 -1.9394 4.6941 0.01
C -0.7819 -2.0075 6.3725 0.01
C -2.0286 2.2747 -1.4548 0.02
C -0.4346 -2.8417 -1.4388 0.02
C 4.8101 3.5547 2.0454 0.00
C -1.2959 -1.8487 -3.4989 0.00
C 1.9217 -3.8575 -1.3722 0.00
C -3.6744 3.4441 2.3455 0.00
C 3.1261 -4.0826 -2.2898 0.00
C -2.6855 0.0684 -0.7904 0.04
C 1.4345 -5.2374 -0.9033 0.00
C 0.7878 -3.1284 -2.0970 0.02
C -2.3405 0.9674 -1.7846 0.00
C 3.8375 2.7279 1.4855 0.00
C -1.4463 -2.1959 -2.1595 0.03
C 2.0666 0.9809 2.0271 0.00
C 1.3151 -0.6759 -5.6340 0.00
C 3.1557 1.9314 2.3878 0.00
C -0.6899 -3.4336 4.4634 0.01
C 0.5297 -2.9178 -6.4267 0.00
C -2.1454 2.6327 -0.1128 0.00
C -0.1385 -3.0041 5.6508 0.00
C -2.5233 4.5016 -2.4900 0.00
C -2.5821 2.3624 2.3305 0.00
C -1.0695 -1.0278 -6.2356 0.00
C -1.5140 2.7145 -3.8941 0.00
C 0.1558 -1.6821 -5.5973 0.00
C 1.4615 0.2827 3.0716 0.00
C 1.5913 0.7734 0.7380 0.00
C -0.1536 3.7791 -2.1118 0.00
C -2.9219 1.3566 3.4339 0.00
C 0.9081 -2.7269 -3.4174 0.00
C 4.3434 2.7990 4.1231 0.00
C -2.7409 0.4211 0.5696 0.02
C -1.9707 -1.4805 5.8864 0.00
C -1.2303 2.9953 2.6940 0.00
C -0.1012 -2.0892 -4.1482 0.02
H -1.9275 -1.7030 -6.2504 0.00
H 0.7179 -2.6305 -7.4631 0.00
H 0.7949 -3.4344 5.9819 0.00
H 1.1305 -5.8453 -1.7579 0.00
H -0.3544 -1.6359 7.2933 0.00
H -0.8421 -0.7592 -7.2682 0.00
H 2.0106 1.2890 -0.1147 0.00
H 0.1614 -0.2998 -0.4595 0.00
H 3.2437 -3.5484 0.3125 0.00
H 1.5215 -0.3735 -6.6628 0.00
H -3.7355 3.8943 3.3383 0.00
H 3.5616 -3.1419 -2.6337 0.00
H 3.8977 -4.6172 -1.7343 0.00
H -2.5667 4.9867 -1.5139 0.00
H -1.3583 -0.1121 -5.7143 0.00
H -2.3022 0.6303 -2.8103 0.00
H -2.1909 5.2453 -3.2170 0.00
H 1.0708 0.2190 -5.0573 0.00
H 2.8685 -4.6873 -3.1616 0.00
H 1.6220 -2.8879 0.5651 0.00
H 5.4017 4.2073 1.4109 0.00
H -3.5346 4.1897 -2.7565 0.00
H -2.1266 -1.3883 -4.0153 0.00
H -0.0837 -1.0931 3.5811 0.00
H 1.8419 -2.9272 -3.9238 0.00
H -3.8629 0.8408 3.2425 0.00
H -1.1654 3.4744 -4.5951 0.00
H -0.9447 3.7892 2.0036 0.00
H 2.2296 -1.1030 -5.2199 0.00
H 2.2457 -5.7596 -0.3907 0.00
H -4.6487 3.0155 2.1025 0.00
H -0.2780 -3.6519 -6.4161 0.00
H -0.8232 1.8693 -3.9509 0.00
H 0.5909 -5.1547 -0.2220 0.00
H -2.4974 -0.6965 6.4105 0.00
H -1.9310 3.6602 0.1532 0.00
H -0.4387 2.2449 2.6888 0.00
H 0.1965 4.5225 -2.8309 0.00
H 2.7678 -2.0530 -0.4942 0.00
H 3.6469 2.7247 0.4221 0.00
H -1.2757 3.4283 3.6953 0.00
H -3.4718 4.2431 1.6323 0.00
H 1.4303 -3.4022 -6.0474 0.00
H -2.1339 0.6108 3.5418 0.00
H -3.3807 -1.5630 4.2155 0.00
H 1.8057 0.4502 4.0842 0.00
H -0.1285 4.2344 -1.1205 0.00
H -0.2555 -4.1828 3.8177 0.00
H -2.4978 2.3804 -4.2310 0.00
H 0.5490 2.9422 -2.1176 0.00
H -3.0073 1.9031 4.3761 0.00
```

Summary:
- ΔE to the lowest compared entry with this formula, charge and spin (kcal/mol) = 0.00
- ⟨S²⟩ = 8.764
- charge = 0
- HOMO-LUMO gap (alpha / beta) (hartree) = 0.214 / 0.176
- 2S+1 = 6
- LUMO (alpha / beta) (eV) = -1.50 / -2.53

Record 3
# C42H51N6OOsSSi2

C42H51N6OOsSSi2 as an isolated structure (wB97M-V/def2-TZVPD, the Open Molecules 2025 dataset).

Structure (XYZ):
```
104
Properties=species:S:1:pos:R:3:lowdin_charge:R:1
Os 0.5989 -0.7518 -0.5338 1.28
S -2.0029 -4.1499 1.3493 1.10
Si 3.4384 -1.5310 1.0881 0.38
Si -1.7331 1.3662 0.6718 0.39
O 2.1075 -0.7739 -2.9512 -0.20
N -0.6372 1.6586 -2.5806 0.11
N 2.1968 -0.3801 0.8631 -0.20
N -1.6933 2.4026 -4.3868 -0.02
N -5.5613 2.3504 -9.9449 0.14
N -0.5776 -2.0407 0.9591 0.00
N -0.0699 0.9245 0.5695 -0.19
C 1.1992 -1.5135 6.6281 -0.05
C -3.7363 3.5744 -7.2235 -0.03
C -1.2203 -3.0565 -1.1396 -0.27
C -0.6822 -2.1826 2.3385 -0.27
C 1.7768 -0.0635 -1.8198 -0.46
C -1.9607 -4.0794 -3.1821 -0.10
C -2.1451 3.1727 0.2548 -0.18
C -4.0951 2.3654 -7.8129 -0.24
C -1.2621 -3.0997 -3.8849 -0.10
C -2.8287 0.3134 -0.4433 -0.17
C -0.5477 -2.1211 -3.2095 -0.13
C -0.8962 -0.1373 6.5722 -0.05
C 2.9028 2.5601 3.0568 -0.15
C 3.2385 -2.9430 -0.1428 -0.18
C 3.1220 -0.3336 -3.8369 -0.10
C 0.8755 1.5138 1.3969 -0.36
C -3.6548 1.1684 -7.2530 -0.02
C -1.2047 -2.9905 0.3275 -0.53
C -1.9379 -4.0543 -1.8010 -0.08
C 0.7143 2.7214 2.0807 -0.08
C -2.3770 1.1184 2.4312 -0.17
C -1.4294 -3.2902 2.7395 -0.47
C 0.2615 -0.6930 5.7306 -0.55
C 3.4135 -2.2745 2.8224 -0.17
C -0.3046 -1.5937 4.6344 -0.16
C 1.0515 0.4801 5.1608 -0.05
C -2.4987 2.3899 -5.5330 -0.17
C 5.2020 -0.8890 0.8089 -0.18
C 2.1002 0.8018 1.5621 -0.37
C 1.7148 3.2487 2.9020 -0.15
C 3.0854 1.3468 2.3903 -0.08
C -1.0538 -2.7258 5.0121 -0.04
C -4.9113 2.3552 -8.9966 -0.19
C -2.8591 1.1785 -6.1246 0.01
C -2.9472 3.5867 -6.0900 0.00
C -1.6195 -3.5758 4.0881 -0.08
C -1.4408 1.3422 -3.5445 -0.14
C -0.1168 -1.3301 3.2894 0.04
C -0.9660 3.4690 -3.8736 -0.05
C -0.4854 -2.0507 -1.8063 -0.23
C -0.3294 2.9871 -2.7754 -0.14
C 2.5716 1.2082 -1.6536 -0.09
H -3.9326 0.2280 -7.7089 0.12
H -1.4692 -0.9325 7.0533 0.07
H 3.8115 -2.7557 -1.0548 0.02
H 1.4272 1.0979 5.9798 0.09
H -2.1962 -4.4365 4.4016 0.10
H -1.4872 3.5693 -0.5180 0.00
H -1.5788 0.4409 5.9462 0.09
H 3.6905 2.9506 3.6910 0.08
H 4.0186 0.8107 2.5196 0.07
H 4.1099 -0.3745 -3.3705 0.09
H 0.3309 3.5085 -2.1013 0.11
H -2.4273 0.0561 2.6810 0.02
H 0.4447 1.1176 4.5152 0.08
H -2.5081 0.2437 -5.7121 0.11
H -2.5129 -4.8485 -3.7080 0.09
H -2.6933 4.5287 -5.6269 0.11
H 3.6453 1.0095 -1.5582 0.07
H 0.4493 -0.4770 2.9423 0.10
H 2.1966 -3.0840 -0.4400 0.00
H -0.0020 -1.3840 -3.7862 0.08
H 0.6789 -2.3400 7.1161 0.07
H 5.2246 -0.1487 0.0049 0.02
H 4.2279 -2.9921 2.9614 0.02
H -4.0855 4.5042 -7.6510 0.12
H -2.3047 -0.5682 -0.8089 -0.02
H 2.4654 -2.7884 3.0036 0.02
H 3.5179 -1.4957 3.5835 0.01
H 1.6220 -0.8746 7.4076 0.08
H -1.1953 -2.9425 6.0638 0.10
H -0.9477 4.4359 -4.3423 0.10
H -2.4843 -4.8053 -1.2389 0.08
H -3.1730 3.2389 -0.1158 0.02
H -3.1658 0.8820 -1.3124 0.01
H 2.0204 -1.9296 6.0408 0.08
H -2.0682 3.8270 1.1262 0.01
H -1.7229 1.6006 3.1634 0.02
H 3.0999 -1.0217 -4.6809 0.09
H -3.3796 1.5432 2.5439 0.03
H -3.7143 -0.0170 0.1083 0.03
H 5.8519 -1.7212 0.5212 0.02
H 1.9076 0.1486 4.5736 0.07
H -1.2718 -3.1112 -4.9705 0.09
H -0.5064 0.5187 7.3547 0.08
H 3.5968 -3.8809 0.2933 0.02
H 2.4334 1.8688 -2.5160 0.06
H -0.2090 3.2742 1.9635 0.07
H 2.9418 0.6803 -4.1991 0.08
H 1.5508 4.1914 3.4112 0.08
H 5.6369 -0.4224 1.6953 0.01
H 2.2421 1.7278 -0.7596 0.06
H -1.8915 0.3702 -3.6696 0.12
```

Summary:
- ΔE to the lowest compared entry with this formula, charge and spin (kcal/mol) = 32.46
- charge = -1
- HOMO-LUMO gap (alpha / beta) (hartree) = 0.166 / 0.167
- 2S+1 = 1
- LUMO (alpha / beta) (eV) = 1.71 / 1.71

Record 4
# C42H52Br3F3NO10P

A 4-piece molecular cluster, C42H52Br3F3NO10P overall (wB97M-V/def2-TZVPD, the Open Molecules 2025 dataset).

Structure (XYZ):
```
112
Properties=species:S:1:pos:R:3:lowdin_charge:R:1
Br 6.6772 1.8573 -1.7986 0.77
Br 1.6751 -1.5870 0.0479 0.84
Br 4.6633 -2.8524 0.1379 0.73
P 0.6009 -1.6594 -3.8536 0.92
F 0.2453 3.2578 -4.3463 0.16
F 0.2968 4.8001 -2.7724 0.13
F 1.4556 5.0276 -4.5739 0.12
O -1.9379 0.2048 0.1666 -0.04
O -5.6040 1.3003 0.6203 0.10
O 5.5978 3.3321 -3.8330 0.02
O 0.2418 0.0026 -1.7945 -0.24
O -2.5601 -4.8636 3.8563 0.11
O -6.7841 -2.1217 -1.7375 0.11
O -8.0518 4.5953 3.9636 0.11
O 1.9932 2.0681 -2.9640 -0.08
O -5.2735 -2.0929 3.3363 0.09
O -1.1713 -4.9108 -1.2516 0.10
N 1.0786 -0.3014 -2.8892 -0.27
C -7.4664 4.1061 1.7374 0.02
C -1.2896 2.2822 -0.9384 -0.01
C -2.1464 -3.6148 1.9038 0.02
C -6.4348 -2.1144 -0.5764 -0.38
C 5.1445 0.3827 4.7800 -0.06
C 3.4543 1.7156 -1.0799 -0.16
C -1.4885 -4.8964 -0.0817 -0.38
C 2.0147 0.6346 2.8737 -0.22
C -6.1658 2.0563 1.3845 -0.36
C -4.7883 -1.4707 1.1208 -0.02
C -7.4913 3.8420 3.1986 -0.39
C 1.6819 2.0312 2.3233 -0.16
C -6.8919 -2.7385 1.7532 0.02
C -6.8527 3.2778 0.8969 0.02
C 2.2374 3.4391 -3.0048 -0.08
C 3.0712 1.2551 -2.4832 -0.33
C -1.7947 -3.6253 0.6200 0.02
C -7.2698 -2.7458 0.4784 0.02
C 1.1247 -3.2833 -3.1688 -0.26
C -6.8039 2.6193 3.6852 0.03
C 1.0182 4.1082 -3.6728 -0.57
C -1.5860 -6.1535 0.7006 0.02
C -1.8568 0.8755 -1.0858 -0.39
C -6.1899 1.7909 2.8449 0.03
C 2.7378 0.7252 4.2126 -0.09
C 3.5674 -1.6306 4.5549 -0.06
C 2.2784 1.9365 -0.1394 -0.15
C 5.1842 -1.5926 -2.3480 -0.13
C 2.9066 -1.1501 -1.3776 -0.58
C 5.3836 2.3103 -3.2090 -0.71
C -1.9359 -6.1424 1.9834 0.02
C 2.4775 -0.2379 -2.5346 -0.25
C -2.2431 -4.8721 2.6876 -0.38
C -5.1657 -1.4781 -0.1538 0.01
C 1.3121 -1.4236 -5.5254 -0.26
C 4.1419 2.2432 1.6620 -0.06
C 2.6902 2.5032 1.2490 -0.34
C 4.1111 -1.7242 -1.3069 -0.75
C -5.6189 -2.0998 2.1717 -0.39
C 3.7582 -0.1461 4.4900 -0.34
C -1.1339 0.0261 -2.1099 -0.20
C 4.2104 1.3900 -3.5360 -0.07
H 3.9528 2.6879 -1.1073 0.10
H 0.9702 -2.2298 -6.1627 0.04
H 4.2636 2.5264 2.7029 0.08
H 2.2102 -3.3238 -3.0334 0.03
H -1.5404 -0.9788 -1.9836 0.11
H 3.0949 3.7525 -3.6035 0.13
H 5.7848 -0.7077 -2.1538 0.02
H 3.3287 -1.9237 5.5741 0.09
H 2.8051 -2.0008 3.8697 0.08
H -6.8235 3.4511 -0.1714 0.12
H 4.7561 -1.6062 -3.3463 0.08
H -0.9822 2.6433 -1.9139 0.08
H -6.8330 2.4451 4.7532 0.12
H 0.9415 -0.4751 -5.8989 0.03
H 2.4176 1.4360 4.9679 0.11
H 5.8589 -2.4385 -2.2751 0.06
H -2.3767 -2.6990 2.4348 0.12
H -3.8646 -1.0084 1.4456 0.11
H 2.9588 -0.6630 -3.4122 0.10
H 4.1891 1.0514 -0.6389 0.08
H -7.9724 5.0026 1.4028 0.12
H 5.8184 -0.4247 5.0582 0.07
H 5.1371 1.1263 5.5805 0.08
H -8.1931 -3.2058 0.1491 0.12
H 5.5055 0.8337 3.8606 0.06
H 2.4049 -1.3598 -5.4955 0.02
H -1.3577 -7.0687 0.1692 0.12
H 2.3235 3.9266 -2.0321 0.14
H -1.7185 -2.7160 0.0342 0.10
H 0.6806 2.0685 1.8984 0.10
H -2.0551 2.9400 -0.5337 0.09
H -7.4848 -3.1915 2.5379 0.12
H -5.6835 0.8936 3.1811 0.12
H 4.6372 0.4462 -3.8614 0.10
H 4.4965 -2.1483 4.3000 0.07
H 4.4044 1.2004 1.4977 0.08
H 2.6412 0.0703 2.1961 0.06
H -2.0132 -7.0479 2.5718 0.12
H 1.5858 2.6545 -0.5643 0.09
H -2.8876 0.9750 -1.4261 0.14
H -4.5713 -1.0229 -0.9349 0.12
H 0.6096 -3.5141 -2.2499 -0.01
H 4.8029 2.8519 1.0470 0.07
H 0.8722 -4.0241 -3.9248 0.04
H 1.0652 0.0897 2.9810 0.10
H -0.4791 2.2835 -0.2147 0.06
H 3.7672 1.8227 -4.4274 0.14
H -1.3574 0.4018 -3.1067 0.12
H -1.1076 0.3367 0.6334 0.07
H 1.6929 1.0342 0.0192 0.05
H 2.5515 3.5859 1.1930 0.13
H 1.7378 2.7729 3.1185 0.11
```

Summary:
- charge = 0
- HOMO-LUMO gap (hartree) = 0.212
- 2S+1 = 1
- SMILES = CC(C)=CCC[C@@H](C)CC[C@](CC(=O)Br)(OCC(F)(F)F)[C@@H](/C(Br)=C(\C)Br)N(OC[C@H](C)O)P(C)C.O=C1C=CC(=O)C=C1.O=C1C=CC(=O)C=C1.O=C1C=CC(=O)C=C1
- LUMO (eV) = -1.57

Number 1: calculated total energy -186722.2861 eV, molar mass 1122.05 g mol⁻¹. Number 2: calculated total energy -141387.3351 eV, molar mass 919.99 g mol⁻¹. Number 3: calculated total energy -84431.7366 eV, molar mass 934.38 g mol⁻¹. Number 4: calculated total energy -293922.6284 eV, molar mass 1058.55 g mol⁻¹.